[1]
ORCA calculation (the ωB97M-V functional and the def2-TZVPD basis) on a molecular structure, C35H69AsBaCl14F9O12SV.

Calculated total energy, Ha: -13222.97942
Gap between HOMO and LUMO, Eh: 0.31216

Geometry as XYZ:
```
143
Properties=species:S:1:pos:R:3:lowdin_charge:R:1
Ba 15.34 9.76 11.70 2.105
O 17.22 11.34 6.48 -0.327
V 17.90 10.61 7.76 1.015
O 18.46 9.17 7.43 -0.295
C 13.87 10.87 7.95 -0.083
C 14.72 9.65 8.28 -0.560
C 14.82 8.72 7.03 -0.042
O 15.94 9.94 8.98 -0.431
H 12.81 10.66 7.81 0.070
H 14.18 11.45 7.08 0.058
H 13.90 11.58 8.78 0.049
H 14.13 9.06 8.98 0.081
H 15.59 9.09 6.35 0.064
H 13.87 8.75 6.50 0.075
H 15.08 7.69 7.24 0.075
C 20.53 10.95 12.04 -0.536
F 21.72 10.84 11.37 0.117
F 20.61 10.38 13.28 0.111
F 20.22 12.26 12.16 0.112
S 19.13 10.08 11.01 0.568
O 17.92 10.17 11.85 -0.507
O 19.02 10.75 9.72 -0.365
O 19.59 8.70 10.89 -0.289
As 15.06 13.41 12.83 0.955
F 16.79 13.83 12.66 -0.246
F 15.06 14.24 14.40 -0.270
F 13.35 12.99 13.06 -0.257
F 14.99 12.51 11.27 -0.347
F 15.54 11.80 13.55 -0.358
F 14.52 14.97 12.07 -0.268
C 10.80 9.28 9.98 -0.140
C 10.74 10.78 10.18 -0.166
C 11.94 11.13 10.99 -0.246
O 12.68 9.92 11.19 -0.335
C 11.75 8.86 11.08 -0.213
H 11.24 9.08 9.00 0.114
H 9.84 8.80 10.17 0.122
H 9.77 11.04 10.60 0.099
H 10.83 11.25 9.20 0.111
H 11.73 11.44 12.02 0.060
H 12.52 11.98 10.62 0.083
H 11.25 8.70 12.04 0.120
H 12.18 7.89 10.82 0.128
C 18.64 7.88 15.03 -0.134
C 17.69 8.54 16.00 -0.148
C 16.87 9.51 15.14 -0.177
O 16.74 8.81 13.92 -0.305
C 17.70 7.79 13.85 -0.238
H 19.05 6.90 15.28 0.130
H 19.41 8.57 14.67 0.111
H 18.25 8.98 16.81 0.110
H 17.04 7.82 16.51 0.109
H 17.35 10.48 14.99 0.101
H 15.86 9.69 15.53 0.112
H 18.32 7.63 12.96 0.115
H 17.13 6.86 13.92 0.115
C 14.16 18.26 11.77 -0.197
C 13.89 19.54 11.01 -0.156
C 14.63 19.24 9.72 -0.202
O 15.83 18.58 10.14 -0.131
C 15.60 18.11 11.50 -0.233
H 13.64 17.41 11.32 0.102
H 13.92 18.32 12.83 0.123
H 14.28 20.43 11.50 0.121
H 12.84 19.68 10.75 0.113
H 14.87 20.14 9.14 0.114
H 14.14 18.61 8.97 0.105
H 16.21 18.66 12.22 0.107
H 15.80 17.06 11.67 0.094
C 12.89 9.08 15.82 -0.098
C 13.61 7.71 15.69 -0.123
C 13.76 7.56 14.17 -0.179
O 13.80 8.89 13.66 -0.377
C 12.95 9.74 14.37 -0.176
H 13.45 9.68 16.54 0.081
H 11.87 8.98 16.20 0.112
H 13.14 6.81 16.08 0.113
H 14.60 7.75 16.15 0.092
H 12.92 7.00 13.76 0.123
H 14.69 7.10 13.82 0.112
H 11.95 9.74 13.94 0.107
H 13.33 10.76 14.45 0.109
C 13.71 13.49 17.25 -0.173
C 12.50 13.87 16.34 -0.135
C 11.39 12.92 16.77 -0.210
O 12.12 11.84 17.29 -0.165
C 13.28 12.27 18.01 -0.178
H 14.17 14.25 17.87 0.083
H 14.56 13.27 16.60 0.072
H 12.82 13.74 15.30 0.075
H 12.11 14.88 16.48 0.058
H 10.77 12.58 15.95 0.077
H 10.69 13.35 17.48 0.114
H 13.91 11.38 17.95 0.111
H 13.06 12.52 19.05 0.118
C 16.80 14.96 8.92 -0.167
C 18.30 15.02 9.13 -0.136
C 18.53 13.58 9.56 -0.190
O 17.64 12.84 8.72 -0.215
C 16.50 13.61 8.30 -0.172
H 16.44 15.81 8.34 0.119
H 16.31 14.99 9.89 0.097
H 18.41 15.83 9.85 0.099
H 18.90 15.33 8.28 0.122
H 18.29 13.52 10.62 0.104
H 19.56 13.26 9.45 0.124
H 15.57 13.22 8.71 0.098
H 16.38 13.70 7.22 0.120
C 18.15 13.88 16.79 -1.025
Cl 17.13 13.82 18.26 0.502
Cl 19.15 12.42 16.67 0.520
H 17.46 13.90 15.94 -0.002
H 18.79 14.77 16.77 -0.018
C 7.80 12.51 12.96 -0.983
Cl 9.44 12.18 13.41 0.585
Cl 7.83 13.99 11.94 0.493
H 7.36 11.69 12.39 0.033
H 7.24 12.65 13.88 0.032
C 18.97 16.43 13.26 -0.985
Cl 19.38 17.82 12.17 0.495
Cl 20.35 16.15 14.34 0.503
H 18.08 16.67 13.83 -0.001
H 18.76 15.52 12.70 0.008
C 11.54 17.41 18.29 -1.040
Cl 10.11 18.43 18.20 0.516
Cl 12.39 17.62 16.78 0.508
H 12.26 17.83 18.99 0.021
H 11.34 16.36 18.52 0.033
C 13.01 15.47 7.57 -1.042
Cl 12.68 13.97 6.66 0.534
Cl 11.52 16.21 8.09 0.513
H 13.53 15.17 8.48 0.009
H 13.61 16.17 6.99 0.036
C 16.99 18.11 16.71 -1.050
Cl 16.15 16.66 16.19 0.537
Cl 18.54 17.69 17.30 0.566
H 17.10 18.84 15.91 0.037
H 16.38 18.52 17.51 0.029
C 11.31 15.26 12.45 -0.954
Cl 10.48 16.82 12.41 0.507
Cl 10.89 14.39 10.90 0.473
H 12.37 15.48 12.55 -0.005
H 10.94 14.67 13.29 -0.005
```

[2]
ORCA calculation (the ωB97M-V functional and the def2-TZVPD basis) on C3H5N3S in the gas phase.

Energy relative to the best compared isomer or geometry (same formula, charge and spin), kcal/mol: 33.1
SMILES string: Cn1nc[nH]c1=S
Calculated total energy, Ha: -679.73243
Gap between HOMO and LUMO, Eh: 0.32762

Geometry as XYZ:
```
12
Properties=species:S:1:pos:R:3:nbo_charge:R:1
C 1.91 -0.01 0.23 -0.434
N 0.49 -0.09 -0.17 -0.236
N -0.01 -0.05 -1.43 -0.223
C -1.29 0.01 -1.29 0.131
N -1.71 -0.08 0.06 -0.575
C -0.64 0.04 0.88 0.155
S -0.50 0.12 2.47 -0.144
H 2.57 -0.83 -0.18 0.228
H 2.17 1.04 -0.07 0.207
H 1.71 0.10 1.29 0.248
H -2.00 -0.13 -2.11 0.211
H -2.68 -0.10 0.32 0.432
```

[3]
ORCA calculation (the ωB97M-V functional and the def2-TZVPD basis) on C7H19NSi in the gas phase.

Energy relative to the best compared isomer or geometry (same formula, charge and spin), kcal/mol: 57.5
SMILES string: CC[Si@H](N)CC(C)(C)C
Calculated total energy, Ha: -622.30738
Gap between HOMO and LUMO, Eh: 0.36642

Geometry as XYZ:
```
28
Properties=species:S:1:pos:R:3:nbo_charge:R:1
C -1.64 2.65 -1.75 -0.587
C -1.14 1.32 -2.44 -0.875
Si -0.93 -0.05 -1.13 1.555
N -2.44 -0.24 -0.22 -1.279
C 0.26 0.32 0.31 -0.875
C 1.11 -0.80 0.95 -0.011
C 0.10 -1.74 1.62 -0.620
C 2.10 -1.65 0.07 -0.612
C 1.96 -0.10 2.10 -0.606
H -2.70 2.67 -1.60 0.207
H -1.17 2.64 -0.71 0.191
H -1.39 3.52 -2.19 0.202
H -0.22 1.60 -2.97 0.236
H -1.84 0.75 -3.10 0.229
H -0.85 -1.28 -1.80 -0.221
H -2.44 -0.05 0.79 0.378
H -3.31 0.04 -0.52 0.375
H -0.21 0.63 1.17 0.227
H 0.80 1.29 -0.05 0.229
H -0.82 -1.17 1.71 0.205
H 0.34 -2.10 2.57 0.208
H 0.01 -2.76 0.98 0.211
H 2.61 -0.88 -0.56 0.206
H 2.73 -2.18 0.89 0.214
H 1.52 -2.23 -0.55 0.204
H 2.26 0.99 1.81 0.207
H 1.28 -0.16 2.86 0.198
H 2.91 -0.68 2.37 0.206
```

[4]
ORCA calculation (the ωB97M-V functional and the def2-TZVPD basis) on a gas-phase ion, C4H7O4S (charge -1).

Energy relative to the best compared isomer or geometry (same formula, charge and spin), kcal/mol: 9.9
SMILES string: CC(C)=COS(=O)(=O)[O-]
Calculated total energy, Ha: -855.79159
Gap between HOMO and LUMO, Eh: 0.28652
Charge: -1

Geometry as XYZ:
```
16
Properties=species:S:1:pos:R:3:nbo_charge:R:1
C -0.42 0.60 1.25 -0.647
C -0.19 0.31 -0.20 -0.157
C 0.22 -1.05 -0.66 -0.611
C -0.37 1.31 -1.15 0.172
O -0.59 2.58 -0.93 -0.715
S -0.77 3.75 -2.26 2.551
O -0.33 3.00 -3.45 -1.001
O -2.12 4.06 -2.17 -0.983
O 0.14 4.82 -1.84 -0.991
H -0.04 -0.04 2.11 0.190
H -1.43 0.52 1.44 0.203
H -0.01 1.66 1.35 0.229
H -0.18 -1.77 -0.10 0.188
H 1.26 -1.19 -0.74 0.189
H -0.08 -1.16 -1.69 0.208
H 0.04 1.05 -2.18 0.176
```

[5]
ORCA calculation (the ωB97M-V functional and the def2-TZVPD basis) on a molecular structure, C4H10INO2.

Energy relative to the best compared isomer or geometry (same formula, charge and spin), kcal/mol: 66.6
Calculated total energy, Ha: -661.10698
Gap between HOMO and LUMO (alpha / beta), Eh: 0.35495 / 0.23943

Geometry as XYZ:
```
18
Properties=species:S:1:pos:R:3:nbo_charge:R:1
C -0.23 0.77 -1.78 -0.745
C -0.52 2.45 0.76 -0.256
C 0.94 -2.88 0.76 -0.258
C -1.40 0.80 -0.84 0.165
N 1.10 -0.54 0.42 -0.247
O -1.59 1.60 0.24 -0.548
O 1.11 -1.80 -0.15 -0.330
I -2.52 -0.87 -0.41 0.088
H -0.30 1.68 -2.36 0.217
H 0.74 0.78 -1.23 0.256
H -0.55 -0.01 -2.50 0.248
H -0.60 2.53 1.85 0.194
H -0.56 3.44 0.33 0.185
H 0.39 1.97 0.58 0.188
H 1.73 -3.58 0.53 0.197
H -0.04 -3.21 0.57 0.205
H 1.08 -2.45 1.82 0.166
H 1.23 -0.68 1.40 0.275
```